1 | Here is the ion C2H7N4 with charge +1 from OMol25. Energies are from ωB97M-V/def2-TZVPD.

```
13
Properties=species:S:1:pos:R:3:lowdin_charge:R:1
C -0.374 1.198 -0.318 -0.29
C 2.379 -0.924 -0.031 0.10
N 1.173 1.120 0.169 0.16
N 1.797 0.157 0.161 -0.03
N -1.056 0.120 -0.725 -0.10
N -1.970 -0.544 0.224 0.10
H -0.780 1.845 0.659 0.16
H -0.044 2.034 -1.120 0.17
H 2.492 -1.307 -1.054 0.12
H 2.949 -1.561 0.626 0.10
H -1.640 -1.490 0.456 0.15
H -2.901 -0.586 -0.254 0.18
H -2.026 -0.062 1.207 0.19
```

## Properties
LUMO energy (spin up / spin down) in Ha: -0.1717 / -0.1717
Net charge: +1
HOMO level (spin up / spin down) in eV: -13.26 / -13.26
HOMO-LUMO gap (spin up / spin down) in eV: 8.58 / 8.58

2 | Here is a cluster of 2 separate species, C2H7N4 in total from OMol25. Energies are from ωB97M-V/def2-TZVPD.

```
13
Properties=species:S:1:pos:R:3:lowdin_charge:R:1
C 0.530 -0.206 0.441 -0.08
C -0.590 0.327 0.863 0.10
N 1.391 -0.999 -0.044 0.11
N 2.393 0.929 0.104 0.22
N 2.557 -0.347 -0.087 -0.01
N -2.511 -0.231 -0.657 0.05
H -1.355 -0.325 1.364 0.13
H -0.982 1.217 0.529 0.07
H 3.215 1.430 0.086 0.08
H 3.474 -0.855 -0.167 0.23
H -2.215 -0.897 -1.305 0.02
H -2.823 0.545 -1.201 0.05
H -3.084 -0.589 0.075 0.04
```

## Properties
LUMO energy (spin up / spin down) in Ha: -0.2326 / -0.2327
Net charge: +1
HOMO level (spin up / spin down) in eV: -13.23 / -13.23
HOMO-LUMO gap (spin up / spin down) in eV: 6.90 / 6.89

3 | Here is a cluster of 2 separate species, C2H7N4 in total from OMol25. Energies are from ωB97M-V/def2-TZVPD.

```
13
Properties=species:S:1:pos:R:3:lowdin_charge:R:1
C -0.098 -0.969 0.664 -0.20
C -0.605 0.435 0.664 -0.17
N 2.007 0.701 -0.390 0.05
N -0.062 -1.479 -0.486 0.10
N 2.850 0.594 0.330 0.13
N -0.776 0.814 -0.770 0.13
H -1.476 0.325 1.292 0.15
H 0.117 1.082 1.024 0.08
H -1.581 0.248 -0.968 0.14
H 0.362 -2.383 -0.635 0.09
H 0.168 -1.535 1.528 0.13
H 0.049 0.342 -1.388 0.18
H -0.953 1.826 -0.865 0.18
```

## Properties
LUMO energy in Ha: -0.1223
Net charge: +1
HOMO level in eV: -15.27
HOMO-LUMO gap in eV: 11.94

4 | Here is a cluster of 2 separate species, C2H7N4 in total from OMol25. Energies are from ωB97M-V/def2-TZVPD.

```
13
Properties=species:S:1:pos:R:3:lowdin_charge:R:1
C 1.621 -0.131 -1.523 -0.09
C 1.345 -1.298 -0.828 -0.12
N 1.419 1.049 -0.921 0.03
N 1.225 1.680 -0.003 0.36
N 0.818 -1.360 0.371 0.14
N -2.432 1.168 1.414 0.01
H 2.014 -0.042 -2.610 0.17
H -2.590 0.892 0.435 0.02
H 1.430 -2.224 -1.371 0.15
H 0.345 -2.289 0.785 0.22
H -2.546 2.197 1.410 0.03
H 0.438 -0.466 0.838 0.14
H -3.087 0.823 2.004 -0.04
```

## Properties
LUMO energy in Ha: -0.2050
Net charge: +1
HOMO level in eV: -13.42
HOMO-LUMO gap in eV: 7.85

Energies relative to the most stable structure, in kcal/mol: 1 125.7; 2 130.9; 3 0.0; 4 45.7.

1 | Here is a cluster of 6 separate species, C24H60O12 in total from OMol25. Energies are from ωB97M-V/def2-TZVPD.

```
96
Properties=species:S:1:pos:R:3:lowdin_charge:R:1
C -0.639 0.113 -2.917 -0.09
O -0.155 0.510 -1.634 -0.21
C -0.645 -0.353 -0.608 -0.17
C 0.122 -0.121 0.782 -0.12
O 1.521 -0.592 0.853 -0.19
C 2.408 0.185 0.082 -0.11
H -0.508 0.903 -3.656 0.08
H -1.725 0.052 -2.837 0.07
H -0.142 -0.796 -3.255 0.09
H -0.442 -1.385 -0.892 0.11
H -1.734 -0.315 -0.615 0.10
H -0.408 -0.655 1.571 0.11
H 0.103 0.945 1.008 0.09
H 2.430 1.228 0.397 0.09
H 2.243 -0.022 -0.975 0.09
H 3.417 -0.177 0.280 0.07
C 2.008 2.410 7.334 -0.12
O 0.608 2.239 7.281 -0.19
C 0.140 0.989 7.700 -0.20
C 0.299 -0.216 6.712 -0.21
O -0.331 -0.194 5.463 -0.14
C 0.327 0.639 4.520 -0.10
H 2.679 1.620 6.995 0.08
H 2.393 2.698 8.312 0.09
H 2.251 3.152 6.573 0.09
H -0.944 1.079 7.770 0.12
H 0.488 0.879 8.727 0.12
H -0.182 -1.010 7.284 0.12
H 1.368 -0.427 6.702 0.11
H -0.287 0.831 3.640 0.08
H 1.229 0.292 4.016 0.08
H 0.705 1.578 4.924 0.08
C -2.079 1.857 -5.819 -0.12
O -2.682 1.613 -4.567 -0.22
C -4.065 1.908 -4.467 -0.19
C -4.449 1.324 -3.129 -0.20
O -4.422 -0.117 -3.133 -0.19
C -4.781 -0.682 -1.846 -0.09
H -1.636 2.852 -5.848 0.09
H -2.750 1.734 -6.669 0.08
H -1.286 1.142 -6.038 0.09
H -4.616 1.397 -5.257 0.12
H -4.351 2.950 -4.610 0.13
H -5.488 1.629 -3.009 0.12
H -3.984 1.822 -2.278 0.13
H -4.207 -0.313 -0.996 0.07
H -4.670 -1.766 -1.826 0.08
H -5.836 -0.643 -1.578 0.08
C -3.247 -1.334 -6.245 -0.07
O -2.285 -2.424 -6.136 -0.16
C -2.171 -3.039 -4.854 -0.22
C -3.344 -3.850 -4.328 -0.18
O -3.463 -5.048 -5.123 -0.18
C -2.329 -5.959 -5.305 -0.08
H -3.135 -0.707 -5.361 0.05
H -4.306 -1.575 -6.155 0.09
H -3.057 -0.690 -7.104 0.08
H -2.034 -2.262 -4.102 0.10
H -1.287 -3.673 -4.792 0.11
H -4.205 -3.230 -4.583 0.12
H -3.200 -3.949 -3.252 0.12
H -2.481 -6.517 -6.229 0.09
H -2.102 -6.622 -4.470 0.08
H -1.394 -5.430 -5.484 0.06
C -1.697 6.302 2.029 -0.11
O -2.302 5.493 1.046 -0.17
C -1.379 4.928 0.077 -0.17
C -0.785 3.598 0.564 -0.21
O -0.064 3.567 1.798 -0.21
C 1.149 4.330 1.902 -0.09
H -1.125 7.094 1.546 0.09
H -1.120 5.637 2.672 0.08
H -2.425 6.788 2.679 0.09
H -0.512 5.550 -0.146 0.11
H -1.820 4.548 -0.844 0.12
H -0.229 3.197 -0.283 0.12
H -1.620 2.902 0.653 0.12
H 0.829 5.341 1.648 0.06
H 1.938 4.060 1.200 0.09
H 1.467 4.478 2.934 0.09
C 6.751 -5.033 3.576 -0.12
O 5.777 -4.234 2.961 -0.20
C 6.206 -2.857 2.849 -0.20
C 5.272 -1.934 2.029 -0.12
O 5.525 -2.048 0.554 -0.22
C 5.549 -3.369 0.077 -0.13
H 7.535 -5.149 2.829 0.08
H 6.538 -6.044 3.924 0.09
H 7.178 -4.453 4.394 0.08
H 7.175 -2.747 2.362 0.12
H 6.345 -2.490 3.866 0.12
H 5.580 -0.897 2.164 0.12
H 4.208 -1.979 2.262 0.12
H 4.693 -3.982 0.362 0.09
H 6.491 -3.829 0.376 0.08
H 5.615 -3.243 -1.003 0.09
```

## Properties
LUMO energy in Ha: 0.0227
Net charge: 0
HOMO level in eV: -9.19
HOMO-LUMO gap in eV: 9.80

2 | Here is a cluster of 6 separate species, C24H60O12 in total from OMol25. Energies are from ωB97M-V/def2-TZVPD.

```
96
Properties=species:S:1:pos:R:3:lowdin_charge:R:1
C 3.120 4.319 2.344 -0.12
O 4.019 3.319 1.924 -0.16
C 3.320 2.112 1.707 -0.21
C 4.250 1.074 1.081 -0.20
O 4.374 1.338 -0.299 -0.17
C 5.318 0.478 -0.883 -0.13
H 2.231 4.341 1.708 0.09
H 3.514 5.334 2.371 0.08
H 2.807 4.114 3.376 0.09
H 2.435 2.174 1.063 0.11
H 2.913 1.811 2.675 0.12
H 3.964 0.055 1.341 0.12
H 5.215 1.336 1.542 0.13
H 5.143 0.265 -1.938 0.08
H 5.417 -0.499 -0.400 0.09
H 6.315 0.937 -0.851 0.09
C 3.775 -0.395 5.174 -0.11
O 2.697 -1.186 4.736 -0.19
C 2.359 -2.208 5.642 -0.20
C 0.857 -2.426 5.723 -0.18
O 0.356 -2.783 4.424 -0.22
C -0.081 -4.136 4.323 -0.10
H 4.061 0.297 4.389 0.07
H 4.686 -0.901 5.508 0.09
H 3.437 0.201 6.031 0.09
H 2.724 -1.879 6.625 0.12
H 2.881 -3.138 5.393 0.13
H 0.252 -1.576 6.046 0.12
H 0.591 -3.192 6.457 0.12
H -0.113 -4.247 3.239 0.08
H -1.033 -4.386 4.799 0.09
H 0.685 -4.790 4.755 0.09
C -2.803 1.800 -2.480 -0.08
O -3.941 1.446 -1.691 -0.20
C -4.814 0.529 -2.297 -0.21
C -6.157 1.065 -2.849 -0.20
O -6.572 0.190 -3.895 -0.19
C -7.874 0.591 -4.302 -0.12
H -2.084 2.302 -1.840 0.07
H -3.142 2.318 -3.378 0.09
H -2.342 0.842 -2.755 0.08
H -5.069 -0.146 -1.472 0.12
H -4.288 -0.111 -3.014 0.12
H -6.035 2.107 -3.154 0.13
H -6.918 0.949 -2.074 0.12
H -8.581 0.513 -3.472 0.08
H -8.174 -0.034 -5.138 0.09
H -7.891 1.640 -4.614 0.08
C 1.146 -0.555 -8.708 -0.12
O 1.605 -1.482 -7.759 -0.17
C 0.692 -2.499 -7.436 -0.22
C -0.649 -2.027 -6.864 -0.23
O -0.557 -1.061 -5.856 -0.18
C 0.035 -1.538 -4.656 -0.08
H 0.784 0.350 -8.185 0.09
H 0.204 -0.815 -9.203 0.08
H 1.920 -0.195 -9.381 0.08
H 1.247 -3.144 -6.751 0.12
H 0.485 -3.130 -8.313 0.12
H -1.301 -2.862 -6.569 0.12
H -1.269 -1.581 -7.646 0.12
H 1.095 -1.712 -4.866 0.08
H -0.445 -2.489 -4.401 0.10
H -0.027 -0.820 -3.845 0.07
C -1.939 2.029 2.011 -0.11
O -0.678 1.739 2.549 -0.19
C -0.639 1.028 3.760 -0.20
C -1.493 1.585 4.907 -0.21
O -2.842 1.333 4.605 -0.20
C -3.777 1.739 5.562 -0.11
H -1.979 2.278 0.950 0.08
H -2.443 2.892 2.467 0.09
H -2.630 1.201 2.196 0.09
H 0.395 1.014 4.105 0.12
H -0.899 -0.021 3.586 0.13
H -1.214 2.632 5.083 0.13
H -1.266 1.082 5.857 0.12
H -4.785 1.482 5.251 0.09
H -3.727 2.811 5.779 0.09
H -3.627 1.263 6.541 0.08
C 2.278 -0.935 -2.414 -0.12
O 1.402 0.145 -2.280 -0.18
C 1.125 0.687 -1.018 -0.17
C 0.753 -0.331 0.063 -0.21
O 1.726 -1.281 0.392 -0.21
C 1.408 -2.092 1.520 -0.08
H 3.063 -0.815 -1.654 0.07
H 2.663 -1.146 -3.407 0.08
H 1.787 -1.859 -2.061 0.09
H 0.215 1.279 -1.109 0.12
H 1.908 1.352 -0.656 0.10
H -0.234 -0.755 -0.164 0.13
H 0.596 0.270 0.975 0.11
H 2.208 -2.822 1.605 0.09
H 0.436 -2.587 1.472 0.08
H 1.438 -1.400 2.365 0.07
```

## Properties
LUMO energy in Ha: 0.0239
Net charge: 0
HOMO level in eV: -9.02
HOMO-LUMO gap in eV: 9.67

Energies relative to the most stable structure, in kcal/mol: 1 37.0; 2 0.0.

1 | Here is a cluster of 2 separate species, C5H9N2 in total from OMol25. Energies are from ωB97M-V/def2-TZVPD.

```
16
Properties=species:S:1:pos:R:3:lowdin_charge:R:1
C 3.635 -0.203 0.007 0.09
C -4.193 -2.681 0.307 -0.08
C -5.318 -2.544 -0.420 -0.06
C 3.073 1.296 0.111 0.15
C 2.751 3.872 0.193 -0.02
N 2.794 2.469 0.102 0.09
N 2.752 -1.129 -0.017 0.08
H -3.432 -1.911 0.446 0.04
H -3.822 -3.666 0.512 0.03
H -5.949 -3.371 -0.758 0.06
H -5.557 -1.616 -0.851 0.02
H 2.974 4.120 1.219 0.10
H 1.839 4.341 -0.082 0.10
H 3.675 4.218 -0.425 0.16
H 1.773 -1.130 -0.032 0.12
H 3.004 -2.064 -0.312 0.14
```

## Properties
<S²>: 2.011
LUMO energy (spin up / spin down) in Ha: -0.1560 / -0.2715
Net charge: +1
HOMO level (spin up / spin down) in eV: -11.84 / -11.84
Spin multiplicity: 3
HOMO-LUMO gap (spin up / spin down) in eV: 7.59 / 4.45

2 | Here is the ion C5H9N2 with charge +1 from OMol25. Energies are from ωB97M-V/def2-TZVPD.

```
16
Properties=species:S:1:pos:R:3:lowdin_charge:R:1
C 1.754 -0.759 0.633 0.03
C 0.300 -0.534 0.295 -0.18
C 2.489 0.030 -0.170 -0.07
C 0.504 0.629 -0.740 -0.32
C -0.702 1.433 -1.065 -0.01
N 1.717 0.877 -0.965 0.15
N -0.767 -0.380 1.444 0.23
H 2.140 -1.531 1.265 0.12
H -0.034 -1.385 -0.313 0.16
H 3.555 0.120 -0.259 0.13
H -1.306 1.566 -0.162 0.07
H -1.333 0.953 -1.811 0.10
H -0.432 2.421 -1.428 0.10
H -1.694 -0.259 1.028 0.16
H -0.506 0.373 2.084 0.17
H -0.733 -1.275 1.953 0.17
```

## Properties
<S²>: 2.009
LUMO energy (spin up / spin down) in Ha: -0.1340 / -0.2509
Net charge: +1
HOMO level (spin up / spin down) in eV: -10.46 / -14.53
Spin multiplicity: 3
HOMO-LUMO gap (spin up / spin down) in eV: 6.81 / 7.70

Energies relative to the most stable structure, in kcal/mol: 1 64.6; 2 0.0.

1 | Here is a cluster of 2 separate species, H3NP2 in total from OMol25. Energies are from ωB97M-V/def2-TZVPD.

```
6
Properties=species:S:1:pos:R:3:lowdin_charge:R:1
N -3.402 0.283 -0.326 -0.40
P 0.928 0.823 -0.157 0.51
P -1.992 0.204 0.196 0.57
H 0.913 -0.512 0.401 -0.22
H 1.491 0.338 -1.257 -0.29
H -1.958 -0.284 1.433 -0.16
```

## Properties
LUMO energy (spin up / spin down) in Ha: -0.0537 / -0.0499
Net charge: 0
HOMO level (spin up / spin down) in eV: -8.68 / -9.46
HOMO-LUMO gap (spin up / spin down) in eV: 7.22 / 8.10

2 | Here is a cluster of 2 separate species, H3NP2 in total from OMol25. Energies are from ωB97M-V/def2-TZVPD.

```
6
Properties=species:S:1:pos:R:3:lowdin_charge:R:1
N 0.433 0.237 -0.899 -0.57
P -0.416 0.693 -2.092 0.52
P -0.995 -0.187 1.303 0.62
H 0.872 1.018 -3.009 -0.10
H -0.661 -1.505 0.971 -0.23
H -2.254 -0.342 0.733 -0.24
```

## Properties
LUMO energy (spin up / spin down) in Ha: -0.0366 / -0.0449
Net charge: 0
HOMO level (spin up / spin down) in eV: -9.22 / -8.35
HOMO-LUMO gap (spin up / spin down) in eV: 8.22 / 7.12

Energies relative to the most stable structure, in kcal/mol: 1 10.5; 2 0.0.